[1]
11
Properties=species:S:1:pos:R:3:forces:R:3 method="wB97M-V/def2-TZVPD" lumo_energy_ev=3.49 orbital_gap_ev=6.2 total_charge=-1 fmax_ha_per_bohr=0.0688 homo_energy_ev=-2.71
C -0.734 0.328 -0.385 0.67 3.18 0.76
C -0.787 0.537 0.950 1.09 1.65 0.57
C 1.228 -0.116 3.352 1.12 -0.14 -0.67
C -0.239 1.713 1.762 0.43 -1.53 -3.16
O 0.695 0.044 4.364 -0.39 0.16 0.66
O 1.909 -0.366 2.442 0.01 -0.11 0.16
Cl -1.114 -0.830 1.998 -0.73 -0.41 -0.10
Cl -0.046 3.125 0.537 -0.02 -0.33 0.74
Cl -1.063 2.262 3.140 -1.28 0.50 0.99
H -0.903 -0.569 -0.864 -0.34 -1.86 -0.60
H -0.409 1.209 -1.004 -0.56 -1.13 0.66

=====

[2]
121
Properties=species:S:1:pos:R:3:forces:R:3 method="wB97M-V/def2-TZVPD" de_lowest_ev=1.214 lumo_energy_ev="-3.61 / -2.60" orbital_gap_ev="7.2 / 8.0" total_charge=+1 s_squared=6.42 fmax_ha_per_bohr=0.0378 spin_multiplicity=5 homo_energy_ev="-10.81 / -10.55"
Mn 0.044 -0.049 -0.583 -1.28 -1.36 -0.55
C 1.304 1.914 2.299 0.43 0.15 0.12
Si -0.232 1.198 1.540 -0.03 0.10 0.16
C -1.023 0.157 2.872 -0.31 -0.07 0.41
C -1.769 0.828 3.857 0.01 0.00 -0.10
C -2.306 0.151 4.940 0.03 -0.01 -0.02
C -2.083 -1.215 5.074 -0.01 0.02 0.00
C -1.330 -1.883 4.125 0.01 0.01 -0.09
C -0.803 -1.219 3.011 -0.06 0.03 0.29
P 0.216 -2.066 1.752 -0.09 0.35 0.07
C 1.816 -2.542 2.555 0.07 0.02 0.15
C 1.732 -3.409 3.832 0.09 0.06 0.03
C 1.758 -2.652 5.166 -0.03 0.06 -0.07
C 2.866 -1.609 5.221 0.09 -0.07 -0.04
C 2.703 -0.642 4.055 -0.11 -0.06 -0.03
C 2.825 -1.393 2.729 0.01 -0.09 0.12
C -0.626 -3.702 1.308 -0.09 -0.11 0.09
C -2.140 -3.818 1.653 0.09 -0.01 0.03
C -2.519 -4.834 2.732 0.07 0.04 0.05
C -1.877 -6.186 2.456 -0.02 -0.01 -0.14
C -0.363 -6.039 2.511 0.01 0.09 0.00
C 0.153 -5.044 1.464 -0.18 -0.05 0.01
C -1.243 2.706 1.122 -0.22 0.39 -0.10
C -1.185 3.824 1.969 -0.05 -0.04 -0.04
C -1.922 4.966 1.705 0.01 -0.05 0.01
C -2.742 5.007 0.585 0.01 -0.03 -0.02
C -2.808 3.918 -0.269 0.04 -0.02 0.04
C -2.043 2.770 -0.028 -0.18 0.10 0.13
P -2.178 1.229 -1.006 0.29 0.23 0.20
C -3.813 0.575 -0.463 -0.05 -0.10 0.02
C -3.791 0.115 0.997 -0.14 0.18 0.02
C -5.109 -0.568 1.364 -0.01 -0.03 -0.09
C -6.307 0.337 1.079 0.06 0.09 0.01
C -6.299 0.837 -0.366 0.04 -0.08 -0.05
C -4.979 1.536 -0.706 -0.12 0.00 0.23
C -2.290 1.548 -2.840 -0.08 0.01 -0.14
C -2.546 2.983 -3.320 -0.10 -0.05 -0.02
C -2.217 3.107 -4.817 0.00 -0.07 0.02
C -2.676 1.885 -5.638 0.06 -0.02 0.10
C -3.753 1.100 -4.894 0.04 0.03 0.05
C -3.239 0.542 -3.554 0.05 0.15 -0.01
H 1.049 2.251 3.311 0.06 0.00 -0.10
H 1.653 2.771 1.715 -0.01 -0.05 0.09
H 2.126 1.208 2.398 -0.03 0.08 0.03
H -1.947 1.900 3.768 0.03 -0.20 0.00
H -2.889 0.684 5.683 0.04 -0.03 -0.05
H -2.486 -1.755 5.923 0.02 0.03 -0.05
H -1.133 -2.936 4.258 -0.01 -0.04 -0.02
H 2.221 -3.170 1.758 0.08 -0.07 -0.04
H 2.591 -4.089 3.815 -0.01 0.03 0.00
H 0.851 -4.044 3.798 -0.04 -0.03 0.01
H 1.870 -3.383 5.969 0.01 0.00 0.01
H 0.805 -2.145 5.340 0.06 -0.03 -0.03
H 3.847 -2.096 5.153 -0.06 0.03 0.02
H 2.843 -1.076 6.174 -0.02 -0.02 -0.03
H 3.450 0.154 4.095 0.02 -0.02 0.00
H 1.721 -0.159 4.136 0.04 -0.03 -0.01
H 3.827 -1.835 2.690 -0.01 0.01 0.02
H 2.772 -0.719 1.878 -0.03 0.08 -0.09
H -0.617 -3.548 0.238 0.02 0.03 -0.27
H -2.646 -4.150 0.742 -0.01 -0.02 -0.07
H -2.568 -2.839 1.888 0.05 -0.01 0.02
H -3.609 -4.911 2.768 0.03 -0.01 -0.03
H -2.205 -4.508 3.726 -0.02 0.04 -0.02
H -2.180 -6.544 1.464 0.01 0.00 0.05
H -2.217 -6.930 3.179 0.02 0.02 0.01
H 0.130 -6.997 2.338 -0.01 0.00 0.00
H -0.087 -5.737 3.525 0.01 0.03 0.00
H 0.076 -5.548 0.495 -0.02 -0.01 0.02
H 1.219 -4.875 1.608 0.01 0.00 0.02
H -0.554 3.802 2.853 -0.04 0.00 -0.09
H -1.863 5.818 2.372 0.00 -0.03 -0.04
H -3.334 5.888 0.376 0.01 -0.01 0.00
H -3.476 3.969 -1.112 0.01 0.00 -0.11
H -3.993 -0.313 -1.072 -0.01 0.01 -0.12
H -3.633 0.985 1.646 0.00 -0.05 -0.02
H -2.956 -0.562 1.189 0.08 -0.01 0.01
H -5.086 -0.862 2.416 -0.02 0.01 0.00
H -5.208 -1.496 0.781 0.02 0.07 0.03
H -6.272 1.199 1.756 0.01 -0.04 -0.04
H -7.237 -0.190 1.292 -0.01 -0.01 -0.01
H -7.132 1.520 -0.541 0.00 0.00 0.03
H -6.442 -0.012 -1.048 0.01 0.06 0.04
H -4.863 2.407 -0.053 -0.02 -0.03 -0.04
H -4.994 1.904 -1.735 0.02 -0.03 -0.02
H -1.272 1.321 -3.162 0.08 -0.09 -0.03
H -1.931 3.693 -2.772 0.01 0.04 0.09
H -3.591 3.260 -3.147 0.02 -0.02 0.00
H -1.139 3.251 -4.932 -0.03 -0.04 0.00
H -2.686 4.018 -5.192 -0.01 0.00 -0.01
H -1.828 1.225 -5.833 -0.03 0.04 0.01
H -3.043 2.204 -6.613 -0.04 0.01 -0.01
H -4.125 0.274 -5.502 0.02 0.00 -0.01
H -4.613 1.750 -4.708 0.02 0.00 -0.01
H -4.106 0.302 -2.943 -0.05 0.03 0.03
H -2.706 -0.397 -3.716 -0.01 0.05 0.02
Cl 2.320 0.679 -0.289 0.85 0.37 -0.25
C 2.178 0.797 -2.069 0.23 -0.03 0.20
C 1.059 0.167 -2.560 0.22 0.21 0.15
C 1.021 0.166 -3.946 -0.05 0.02 -0.27
Cl -0.266 -0.697 -4.758 0.12 0.05 -0.03
C 1.976 0.802 -4.750 -0.08 -0.08 0.06
Cl 1.850 0.783 -6.462 -0.03 -0.01 0.01
C 3.055 1.465 -4.155 -0.10 -0.06 0.00
Cl 4.228 2.267 -5.104 0.07 0.04 -0.08
C 3.176 1.451 -2.770 -0.01 -0.04 0.13
Cl 4.492 2.195 -1.964 0.05 0.03 -0.04
F -2.425 -6.243 -3.475 -0.02 -0.09 -0.01
C -2.984 -5.049 -3.705 0.10 0.18 0.05
F -2.883 -4.797 -5.017 -0.05 -0.06 -0.04
F -4.281 -5.127 -3.394 -0.04 -0.07 -0.04
C -2.283 -3.974 -2.910 0.01 -0.12 -0.07
C -2.961 -3.214 -1.978 -0.07 0.01 0.08
C -2.247 -2.254 -1.286 -0.03 -0.13 0.05
N -0.958 -2.003 -1.502 0.03 0.25 0.08
C -0.318 -2.742 -2.408 0.22 0.03 -0.01
C -0.933 -3.754 -3.118 0.09 -0.06 -0.10
H -4.011 -3.373 -1.776 0.02 0.01 -0.01
H -2.721 -1.684 -0.501 0.02 -0.01 0.02
H 0.724 -2.493 -2.578 -0.07 -0.04 0.03
H -0.371 -4.331 -3.844 -0.06 0.04 0.07

=====

[3]
17
Properties=species:S:1:pos:R:3:forces:R:3 method="wB97M-V/def2-TZVPD" de_lowest_ev=6.182 lumo_energy_ev="-5.66 / -5.66" orbital_gap_ev="5.0 / 5.0" total_charge=+1 fmax_ha_per_bohr=0.1548 homo_energy_ev="-10.65 / -10.65"
C 4.129 0.022 -0.090 -2.04 -1.40 -2.72
C -3.360 0.154 -0.447 2.55 -1.78 -1.80
C -1.852 0.013 0.065 -0.44 0.74 -2.46
C -1.078 1.399 -0.176 -4.20 -0.68 -1.90
N 0.238 1.287 0.084 7.82 -0.96 1.18
N 1.330 1.155 0.357 -5.57 0.74 -1.46
N 5.314 -0.012 0.349 -1.31 2.30 3.99
H 3.309 0.360 0.535 1.15 0.61 1.01
H -3.849 -0.774 -0.189 -0.50 0.21 0.86
H -3.743 1.063 -0.105 -1.24 1.02 0.64
H -3.439 0.062 -1.575 0.49 0.72 1.10
H -1.323 -0.647 -0.696 -0.52 0.21 1.65
H -1.841 -0.261 1.099 0.36 -0.48 0.42
H -1.390 1.561 -1.253 1.49 0.07 0.70
H -1.387 2.316 0.289 -0.53 0.27 0.89
H 5.493 0.431 1.277 0.68 -0.83 -0.76
H 6.037 -0.463 -0.103 1.83 -0.76 -1.32

=====

[4]
7
Properties=species:S:1:pos:R:3:forces:R:3 method="wB97M-V/def2-TZVPD" de_lowest_ev=0.000 lumo_energy_ev="4.81 / 3.21" orbital_gap_ev="7.9 / 5.4" total_charge=-1 s_squared=2.01 fmax_ha_per_bohr=0.0424 spin_multiplicity=3 homo_energy_ev="-3.11 / -2.21"
C 2.162 0.306 0.111 -1.05 0.44 -0.06
N -0.742 0.583 0.672 -0.81 0.22 -2.01
O -1.076 1.521 -0.127 0.35 -0.41 1.06
F 2.262 -0.984 -0.357 0.28 -0.80 0.42
F 2.635 0.993 -0.991 0.28 0.62 -0.05
F 3.158 0.461 1.064 0.34 -0.33 -0.18
H -1.202 -0.288 0.296 0.62 0.26 0.82

=====

[5]
47
Properties=species:S:1:pos:R:3:forces:R:3 method="wB97M-V/def2-TZVPD" de_lowest_ev=0.000 lumo_energy_ev="-8.35 / -8.28" orbital_gap_ev="7.1 / 7.1" total_charge=+2 s_squared=0.77 fmax_ha_per_bohr=0.0071 spin_multiplicity=2 homo_energy_ev="-15.44 / -15.37"
V 0.237 -1.073 1.631 -0.18 -0.19 -0.16
C -1.913 -3.964 -0.529 0.00 -0.01 -0.02
C -0.754 -3.103 -0.181 0.03 -0.12 -0.11
O -0.935 -2.284 0.783 0.12 0.26 0.23
C 0.506 -3.180 -0.862 -0.01 0.02 0.04
C 0.707 -4.143 -1.873 -0.01 0.01 0.00
C 1.916 -4.244 -2.519 0.04 0.03 0.01
C 2.959 -3.380 -2.175 -0.05 -0.04 -0.02
C 2.799 -2.416 -1.193 0.03 0.02 0.00
C 1.585 -2.320 -0.543 -0.06 0.02 -0.01
O 1.439 -1.358 0.411 0.15 -0.07 -0.13
H -2.779 -3.679 0.061 0.00 0.00 0.01
H -1.666 -5.008 -0.319 0.00 0.00 0.00
H -2.143 -3.891 -1.592 0.00 0.00 0.00
H -0.095 -4.818 -2.138 0.00 0.00 0.00
H 2.061 -4.991 -3.286 0.00 0.00 0.00
H 3.911 -3.465 -2.682 0.00 0.00 0.00
H 3.602 -1.745 -0.922 -0.01 0.00 0.01
O 0.190 1.029 4.977 0.01 0.01 0.02
C -0.134 0.775 3.882 0.01 -0.05 -0.01
O 0.298 -0.412 3.233 -0.08 0.05 0.13
C -1.027 1.553 2.938 -0.03 0.04 -0.02
P -0.501 1.192 1.228 0.04 -0.03 0.06
C 0.995 2.089 0.874 -0.01 0.01 -0.02
C 1.634 2.848 1.857 0.01 0.01 -0.01
C 2.818 3.501 1.551 -0.01 0.00 0.02
C 3.360 3.396 0.278 0.00 0.00 -0.01
C 2.726 2.636 -0.701 0.00 0.00 0.00
C 1.550 1.974 -0.406 -0.01 0.01 0.00
C -1.801 1.489 0.052 0.01 0.03 0.00
C -1.764 2.631 -0.750 -0.01 -0.01 0.00
C -2.822 2.889 -1.607 0.00 0.00 0.00
C -3.902 2.019 -1.661 0.00 0.00 0.00
C -3.938 0.882 -0.859 -0.01 -0.02 0.01
C -2.887 0.610 -0.002 0.00 0.01 -0.01
H -1.037 2.615 3.183 0.00 0.00 0.00
H -2.049 1.178 3.058 0.00 0.00 -0.02
H 1.223 2.952 2.853 0.00 0.00 0.00
H 3.311 4.096 2.307 0.00 0.00 0.00
H 4.281 3.913 0.044 0.00 0.00 0.00
H 3.151 2.566 -1.693 0.00 0.00 0.00
H 1.055 1.385 -1.171 0.00 0.00 0.00
H -0.927 3.315 -0.700 0.00 0.00 0.00
H -2.805 3.773 -2.228 0.00 0.00 0.00
H -4.726 2.228 -2.330 0.00 0.00 0.00
H -4.787 0.214 -0.902 0.00 0.00 0.00
H -2.920 -0.276 0.623 0.00 0.00 0.00

=====

[6]
18
Properties=species:S:1:pos:R:3:forces:R:3 method="wB97M-V/def2-TZVPD" de_lowest_ev=0.391 smiles=CSCCC[NH3+] lumo_energy_ev=-3.53 orbital_gap_ev=9.1 total_charge=+1 fmax_ha_per_bohr=0.0239 homo_energy_ev=-12.67
C -1.403 1.131 -0.500 0.20 0.44 -0.48
C -1.228 -0.390 -0.429 -0.78 0.80 0.52
C 0.201 -0.875 -0.361 0.01 0.44 0.32
S 1.041 -0.040 1.034 -0.11 -0.22 -0.12
C 1.847 -1.392 1.886 0.19 -0.78 0.56
N -0.199 1.809 -1.146 -0.89 0.27 0.05
H -1.545 1.626 0.453 0.13 -0.14 0.21
H -2.227 1.420 -1.146 -0.21 -0.13 0.06
H -1.736 -0.635 0.505 0.03 -0.39 -0.06
H -1.804 -0.841 -1.232 0.18 -0.21 -0.23
H 0.157 -1.942 -0.191 0.37 -0.23 -0.05
H 0.756 -0.650 -1.271 0.01 -0.38 -0.14
H 2.843 -1.675 1.546 -0.09 0.38 -0.23
H 1.896 -1.127 2.937 0.18 0.29 0.08
H 1.235 -2.295 1.884 -0.20 0.15 -0.28
H -0.033 1.343 -2.020 0.54 -0.39 -0.58
H 0.629 1.763 -0.548 0.23 0.02 0.01
H -0.431 2.771 -1.401 0.22 0.08 0.35